1.
Here is a structure of composition C7H19F2NaO3S2 in a non-equilibrium geometry from the Open Molecules 2025 dataset. Energies are from ωB97M-V/def2-TZVPD.

Element x y z (Å)
S: 11.613 -9.114 15.400
S: 15.749 -14.645 16.591
Na: 11.773 -11.674 17.757
F: 11.443 -10.764 19.923
F: 14.231 -10.547 18.187
O: 16.886 -14.913 15.638
O: 9.961 -13.488 17.596
O: 11.134 -10.168 16.345
C: 8.431 -14.847 16.445
C: 10.642 -14.057 15.375
C: 9.473 -13.732 16.299
C: 15.406 -12.844 16.578
C: 13.344 -8.768 15.866
C: 14.173 -15.074 15.855
C: 11.946 -10.083 13.915
H: 13.523 -8.151 16.742
H: 14.059 -8.507 15.080
H: 11.117 -10.741 13.659
H: 13.673 -9.773 16.173
H: 14.090 -16.077 15.432
H: 11.411 -13.294 15.391
H: 12.021 -9.420 13.047
H: 9.019 -15.640 16.920
H: 7.500 -14.604 16.941
H: 16.166 -12.405 17.222
H: 15.649 -12.417 15.599
H: 8.210 -15.374 15.493
H: 12.828 -10.693 14.106
H: 10.186 -14.128 14.364
H: 13.447 -15.040 16.672
H: 11.017 -15.077 15.489
H: 14.402 -12.515 16.853
H: 13.803 -14.404 15.081
H: 9.075 -12.751 15.969

Output
* charge: -2
* frontier orbital gap: 4.69 eV
* F_max: 3.6 eV/Å
* ΔE to the lowest compared entry with this formula, charge and spin: 1.272 eV

***

2.
Here is a structure of composition C7H19IO2V in a non-equilibrium geometry from the Open Molecules 2025 dataset. Energies are from ωB97M-V/def2-TZVPD.

Element x y z (Å)
I: -2.686 -0.836 0.923
V: -0.150 -0.186 0.555
O: 1.146 -1.154 1.652
O: 0.326 1.158 1.895
C: 1.126 -2.551 1.206
C: -2.587 0.765 -3.669
C: 1.471 -0.124 -0.977
C: -0.055 2.483 1.420
C: 1.084 0.834 3.160
C: 1.630 -0.620 2.972
C: -1.998 -0.619 -3.912
H: 1.975 0.656 -0.332
H: -3.694 0.804 -3.698
H: -1.046 -0.478 -4.447
H: 2.173 -0.961 -1.156
H: 0.780 3.198 1.408
H: 1.119 0.369 -1.918
H: -1.767 -1.133 -2.964
H: 0.327 0.929 3.964
H: 1.241 -1.318 3.734
H: -2.600 -1.305 -4.541
H: -2.341 1.087 -2.649
H: 0.443 -2.600 0.347
H: -0.313 2.351 0.352
H: 2.731 -0.658 2.926
H: 1.870 1.617 3.297
H: -2.124 1.524 -4.374
H: -0.891 2.932 1.988
H: 0.693 -3.248 1.916
H: 2.117 -2.915 0.923

Output
* charge: 0
* multiplicity: 4
* frontier orbital gap (alpha / beta): 6.69 / 7.76 eV
* F_max: 2.5 eV/Å
* <S²>: 3.761
* ΔE to the lowest compared entry with this formula, charge and spin: 0.646 eV

***

3.
Here is a cluster of 2 separate species, C7H19N3O3P in total in a non-equilibrium geometry from the Open Molecules 2025 dataset. Energies are from ωB97M-V/def2-TZVPD.

Element x y z (Å)
P: -2.547 0.821 1.111
O: 1.519 0.437 1.436
O: -3.080 1.670 2.143
O: -2.891 -0.667 1.258
N: -0.908 1.120 0.586
N: -2.655 1.430 -0.558
N: -0.619 2.286 -1.476
C: -1.329 1.676 -0.551
C: -1.097 -2.092 0.389
C: 2.438 0.756 0.385
C: 3.022 2.152 0.586
C: 3.530 -0.299 0.259
C: -2.594 -1.863 0.494
C: -3.284 -1.805 -0.856
H: -1.068 2.705 -2.276
H: -0.915 -3.107 0.046
H: -3.048 -2.644 1.114
H: -4.334 -1.553 -0.726
H: 2.234 2.883 0.762
H: 3.593 2.452 -0.289
H: 0.046 0.980 0.956
H: -0.642 -1.401 -0.317
H: 1.822 0.733 -0.525
H: 4.153 -0.317 1.149
H: -3.345 1.916 -1.108
H: 3.089 -1.283 0.121
H: -2.815 -1.062 -1.498
H: 0.373 2.428 -1.356
H: 3.692 2.158 1.443
H: 4.158 -0.075 -0.598
H: 1.983 0.490 2.281
H: -0.626 -1.968 1.362
H: -3.220 -2.776 -1.339

Output
* charge: +1
* frontier orbital gap: 11.56 eV
* F_max: 1.1 eV/Å
* ΔE to the lowest compared entry with this formula, charge and spin: 0.000 eV

***

- The lowest charge belongs to which entry?
  C7H19F2NaO3S2